[1]
Density functional theory data (ωB97M-V with the def2-TZVPD basis set) for a molecular structure, C20H15Cl2N7O4Ru.

Structure (XYZ):
```
49
Properties=species:S:1:pos:R:3:lowdin_charge:R:1
Ru 0.04696 -0.01102 -0.43920 1.3819
O -0.51708 1.98601 3.02231 0.1400
C -0.56923 1.49899 1.92258 -0.4462
N 0.05385 0.33998 1.49012 -0.0943
C 0.84470 -0.48415 2.28173 -0.4493
O 1.05185 -0.38123 3.46214 0.1401
C 1.44477 -1.60737 1.46656 -0.1729
C 2.17799 -2.60351 2.07930 0.0301
C 2.65040 -3.65080 1.30307 -0.0176
C 2.36325 -3.67196 -0.05304 -0.0209
C 1.62712 -2.63545 -0.60024 -0.0822
N 1.19343 -1.62059 0.14511 -0.0280
C -1.35968 2.14603 0.81326 -0.1772
C -2.21092 3.19708 1.09407 0.0327
C -2.98581 3.71606 0.06959 -0.0157
C -2.88718 3.16196 -1.19707 -0.0291
C -2.00611 2.11644 -1.40483 -0.1113
N -1.24566 1.63064 -0.42405 -0.0134
H 2.34332 -2.54596 3.14572 0.1322
H 3.22274 -4.45026 1.75353 0.1217
H 2.69656 -4.48179 -0.68546 0.1181
H 1.34836 -2.60792 -1.64504 0.1210
H -2.25687 3.56884 2.10768 0.1328
H -3.66991 4.53181 0.25967 0.1224
H -3.48969 3.52250 -2.01824 0.1183
H -1.90412 1.64142 -2.37162 0.1101
N 3.27841 2.37634 -1.52446 0.1392
C 3.53248 2.49662 -0.17818 -0.0294
C 2.56507 1.78274 0.46154 -0.0581
N 1.73168 1.24329 -0.48135 -0.0030
C 2.17972 1.61154 -1.66836 -0.2296
C 1.45785 1.09573 -2.80678 -0.2425
N 0.46986 0.25982 -2.54217 -0.0082
C -0.11967 -0.06461 -3.73074 -0.0782
C 0.53795 0.58537 -4.73340 -0.0331
N 1.53336 1.31918 -4.13283 0.1355
H 3.83203 2.77496 -2.26420 0.1726
H 4.35943 3.07119 0.19728 0.1302
H 2.41275 1.65507 1.51971 0.1246
H -0.93713 -0.76439 -3.77409 0.1239
H 0.39979 0.58460 -5.79937 0.1283
H 2.18469 1.91692 -4.61375 0.1706
Cl -2.35194 -1.37643 1.33066 0.6905
C -3.20150 -1.86215 -0.13466 -0.9746
Cl -4.29354 -0.57540 -0.68016 0.6313
C -2.19839 -2.15281 -1.26784 -0.7449
O -2.47834 -3.02925 -2.05048 0.0827
O -1.15068 -1.40005 -1.34233 -0.2433
H -3.79023 -2.74467 0.08309 0.0723
```

Values from the calculation:
Energy above the lowest of the compared OMol25 structures with the same formula, charge and spin ... 11.5 kcal/mol
2S+1 ... 2
Orbital gap (spin up / spin down) ... 8.50 / 7.83 eV
Charge ... +1

[2]
Density functional theory data (ωB97M-V with the def2-TZVPD basis set) for a molecular structure, C20H15FeN2O5S2.

Structure (XYZ):
```
45
Properties=species:S:1:pos:R:3:lowdin_charge:R:1
Fe -0.64912 2.72447 -1.60802 0.5457
C 3.11285 0.83999 -1.08388 -0.0502
C 3.87582 1.86157 -0.54087 -0.0590
C 3.29967 3.10954 -0.36870 -0.0044
C 1.98167 3.29931 -0.75068 -0.1914
N 1.24487 2.31456 -1.29562 0.0087
C 1.80746 1.10662 -1.45303 -0.0953
C 1.23348 4.56233 -0.55293 -0.1912
C 1.78613 5.73942 -0.07660 -0.0053
C 0.95797 6.83469 0.10713 -0.0563
C -0.39188 6.71486 -0.18583 -0.0449
C -0.87081 5.51090 -0.66988 -0.0784
N -0.06962 4.45184 -0.85671 0.0319
H 3.51646 -0.15312 -1.22178 0.1090
H 4.90212 1.68940 -0.24587 0.1093
H 3.86806 3.92015 0.06336 0.1079
H 1.17642 0.33883 -1.88123 0.1163
H 2.84215 5.80713 0.14071 0.1077
H 1.36297 7.76726 0.47652 0.1099
H -1.07272 7.54147 -0.03976 0.1093
H -1.91251 5.35896 -0.91179 0.1105
O -3.72997 2.26995 0.78806 -0.2375
S -3.12813 1.95601 -0.46117 0.5316
O -1.47648 1.40392 -0.00584 -0.1894
O -2.65028 3.11332 -1.24243 -0.3566
O -3.62965 0.86957 -1.23679 -0.2475
C -1.34934 -7.34142 2.67549 -0.0611
C -1.54520 -7.42394 1.18847 -0.7003
O -2.56256 -7.74098 0.65411 0.0526
S -0.04722 -6.98564 0.19142 0.9491
C -0.36101 -5.23147 0.15886 -0.5520
C 0.57448 -4.36355 0.71059 -0.1039
C 0.36492 -2.99434 0.67011 -0.0340
C -0.79205 -2.47299 0.09370 -0.2325
C -1.73051 -3.35147 -0.45360 -0.0149
C -1.51218 -4.71714 -0.43216 -0.0796
C -1.02460 -1.05607 0.05775 0.0471
C -1.25826 0.11903 0.00647 -0.1626
H -2.29092 -7.51766 3.19010 0.0852
H -0.94237 -6.36306 2.93275 0.0809
H -0.60924 -8.08698 2.97122 0.0851
H 1.46666 -4.76541 1.17308 0.1019
H 1.09314 -2.32074 1.10321 0.1144
H -2.62577 -2.94694 -0.90666 0.1235
H -2.23492 -5.39217 -0.87129 0.1106
```

Values from the calculation:
Energy above the lowest of the compared OMol25 structures with the same formula, charge and spin ... 28.0 kcal/mol
2S+1 ... 2
Orbital gap (spin up / spin down) ... 7.50 / 5.87 eV

[3]
Density functional theory data (ωB97M-V with the def2-TZVPD basis set) for C20H15N3O4S2 in the gas phase.

Structure (XYZ):
```
44
Properties=species:S:1:pos:R:3:lowdin_charge:R:1
O -4.03786 -2.93532 -0.06267 0.1014
C -2.93728 -2.47798 -0.26115 -0.4323
C -1.69360 -3.31596 -0.03165 -0.3360
S -0.66534 -2.49626 1.23369 1.0304
C 0.65804 -1.98231 0.23589 -0.6211
N 0.92494 -2.39836 -0.97553 0.0065
N 2.02456 -1.76574 -1.38549 0.0830
C 2.43308 -0.96175 -0.42907 -0.3058
C 3.61002 -0.16124 -0.56984 -0.4333
C 4.41163 -0.16856 -1.68309 -0.1101
C 5.51454 0.69688 -1.57561 -0.1769
C 5.55047 1.35709 -0.38868 -0.4016
S 4.23243 0.93558 0.62729 1.0500
N 1.58376 -1.06861 0.64944 0.0102
C 1.49795 -0.30644 1.87357 -0.0801
C 0.60642 0.88056 1.68710 -0.2549
C 0.79782 2.06801 1.04271 -0.0113
C -0.41813 2.78185 1.16514 -0.0521
C -1.25740 1.97137 1.86482 -0.1101
O -0.64853 0.81867 2.17946 0.0462
C -2.71845 -1.06414 -0.64694 -0.1787
C -1.67204 -0.66086 -1.47061 -0.0277
C -1.47811 0.67710 -1.79736 0.0332
C -2.36404 1.58895 -1.27466 -0.2135
C -3.42967 1.18788 -0.46192 -0.2069
C -3.63450 -0.12660 -0.14161 0.0795
O -4.14776 2.29064 -0.08429 0.0330
C -3.53200 3.39030 -0.71679 -0.1576
O -2.39524 2.94336 -1.42724 0.0322
H -1.97629 -4.29626 0.35116 0.0882
H -1.06582 -3.41354 -0.91599 0.0722
H 4.19166 -0.78670 -2.53299 0.1123
H 6.25165 0.82382 -2.34758 0.1048
H 6.26994 2.06903 -0.03637 0.0620
H 1.06936 -0.95316 2.64443 0.1217
H 2.50153 0.00331 2.17145 0.0837
H 1.69121 2.39739 0.55382 0.0887
H -0.62450 3.75927 0.78080 0.1057
H -2.26979 2.09406 2.19549 0.1305
H -1.00026 -1.39099 -1.89368 0.0988
H -0.66726 0.98670 -2.43484 0.1247
H -4.45162 -0.44702 0.48264 0.1344
H -4.24175 3.86000 -1.41750 0.1421
H -3.22705 4.12828 0.04080 0.1345
```

Values from the calculation:
SMILES string ... O=C(CSc1nnc(-c2cccs2)n1Cc1ccco1)c1ccc2c(c1)OCO2
Orbital gap ... 8.34 eV

[4]
Density functional theory data (ωB97M-V with the def2-TZVPD basis set) for a molecular structure, C20H15N5O4PbS.

Structure (XYZ):
```
46
Properties=species:S:1:pos:R:3:lowdin_charge:R:1
Pb 0.60942 -2.11070 0.90930 1.5243
S 1.97813 -0.62573 3.36151 0.7944
C 1.97045 0.84366 2.70815 -0.8347
N 2.78765 1.79496 3.39439 0.1379
N 2.44319 2.96991 3.58910 0.1254
C 1.20255 3.64426 3.51069 -0.2002
C -0.01646 2.96516 3.52804 -0.0042
C -1.17256 3.71478 3.47094 -0.0228
C -1.10344 5.10609 3.39403 -0.0063
C 0.11909 5.76851 3.40725 -0.0217
C 1.28762 5.03664 3.48682 0.0199
N 1.43655 1.42964 1.55585 0.0182
N 0.93306 0.66383 0.69348 0.0170
C 0.48844 1.29347 -0.46492 -0.2420
C 0.61466 2.67813 -0.68935 0.0111
C 0.15386 3.20648 -1.87052 -0.0297
C -0.43055 2.37389 -2.83006 -0.0046
C -0.54938 1.00623 -2.62053 -0.0271
C -0.08671 0.46300 -1.43939 -0.0007
H 3.21051 3.53607 3.96256 0.2007
H -0.06310 1.89200 3.65072 0.1118
H -2.13445 3.22303 3.51294 0.1264
H -2.01868 5.68141 3.34656 0.1296
H 0.15819 6.84821 3.37328 0.1295
H 2.25169 5.53266 3.51149 0.1346
H 1.08080 3.30276 0.05773 0.1099
H 0.25126 4.26511 -2.06761 0.1239
H -0.79004 2.80330 -3.75639 0.1287
H -0.99049 0.37364 -3.37786 0.1260
H -0.15982 -0.60657 -1.28376 0.0684
O -1.53330 -2.65665 0.36682 -0.2120
C -1.90858 -3.44715 -0.53467 -0.1374
C -1.10214 -4.12614 -1.48711 -0.1207
C -1.75983 -5.10464 -2.27015 0.0730
C -1.04593 -5.81686 -3.18220 -0.1176
C 0.32409 -5.59737 -3.37400 0.0606
C 0.97507 -4.63658 -2.64119 0.0314
C 0.28420 -3.87671 -1.68662 -0.3214
O 0.93435 -2.92754 -1.03391 -0.3293
N -1.73148 -6.84576 -3.98787 -0.3486
O -2.91935 -6.99665 -3.79516 0.1028
O -1.05471 -7.46380 -4.77989 0.1116
H -2.98569 -3.63989 -0.58407 0.1533
H -2.81626 -5.30315 -2.14199 0.1396
H 0.84983 -6.19487 -4.10603 0.1373
H 2.02829 -4.44007 -2.78641 0.1333
```

Values from the calculation:
Orbital gap ... 4.99 eV
Charge ... +2

How do the records compare in M? In the order shown, they have 589.4, 483.3, 425.5, 628.6 g/mol.
How do the records compare in F_max? In the order shown, they have 0.5, 1.2, 1.3, 0.7 eV/A.
How do the records compare in electronic energy? In the order shown, they have -67228.775, -90255.714, -55312.469, -52685.347 eV.